# 1
Here is one molecule with the formula C2H2N2OS2 at a distorted geometry from OMol25. Energies are from ωB97M-V/def2-TZVPD.

```
9
Properties=species:S:1:pos:R:3:forces:R:3:nbo_charge:R:1
S 0.7499 2.5069 -0.2189 -0.465 1.026 0.810 -0.11
C -0.0674 1.1221 0.0438 0.170 -0.969 -1.675 0.15
N -1.4378 0.7773 0.1352 0.202 -3.586 -0.835 -0.47
C -1.4851 -0.5608 -0.1709 3.335 4.997 1.075 0.38
O -0.2501 -1.0766 -0.3673 -1.206 -1.500 -0.242 -0.29
N 0.6505 -0.0428 -0.2570 -1.252 0.800 -0.067 -0.30
S 2.2826 -0.4211 -0.1188 -1.960 -1.659 3.598 0.28
H -2.2877 -1.2346 -0.3288 -0.694 -0.247 0.109 0.22
H 1.8451 -1.0703 1.2826 1.870 1.139 -2.772 0.14
```
Positions in Å, forces in eV/Å.

E = -1058.40637 a.u.
maximum force = 6.1 eV/A
structure (SMILES) = S=c1ncon1S
highest occupied orbital energy = -8.549 eV
Kohn-Sham gap = 8.0 eV

=====

# 2
Here is one molecule with the formula C2H2N2S at a distorted geometry from OMol25. Energies are from ωB97M-V/def2-TZVPD.

```
7
Properties=species:S:1:pos:R:3:forces:R:3:nbo_charge:R:1
C 0.0599 0.6313 0.2637 1.799 0.246 -0.160 -0.27
C 0.0538 -0.5385 -0.1119 0.573 1.478 1.050 -0.13
N -1.3683 1.4940 -0.2073 -4.858 -1.187 1.055 -0.03
N -2.3762 0.8515 -0.0640 3.561 2.220 -1.176 -0.19
S -2.9044 -0.6252 0.0664 -0.178 -0.062 0.121 0.14
H 0.6956 1.4427 0.5530 -0.029 -0.026 0.177 0.26
H -0.4454 -1.2946 -0.5559 -0.868 -2.669 -1.067 0.22
```
Positions in Å, forces in eV/Å.

E = -584.92101 a.u.
maximum force = 5.1 eV/A
highest occupied orbital energy (alpha / beta) = -9.141 / -9.141 eV
Kohn-Sham gap (alpha / beta) = 7.9 / 7.9 eV

=====

# 3
Here is one molecule with the formula C2H2N2S3 at a distorted geometry from OMol25. Energies are from ωB97M-V/def2-TZVPD.

```
9
Properties=species:S:1:pos:R:3:forces:R:3:nbo_charge:R:1
C 0.1237 -1.1103 0.1353 0.536 3.220 -0.470 0.00
C 1.4071 0.6851 0.0141 -1.842 -1.276 0.007 -0.56
N -1.0386 -0.5322 0.0297 -2.797 -1.462 0.426 -0.47
N -1.2388 0.8712 0.1404 0.616 0.619 0.814 -0.56
S 1.1138 -2.2892 0.1974 0.361 -1.771 0.044 0.11
S 2.9073 0.3333 -0.2087 0.653 -0.044 0.109 0.15
S 0.2549 1.8164 0.3013 0.069 -0.143 0.441 0.55
H -2.0448 -1.0110 0.1405 3.256 1.088 -0.157 0.43
H -1.4848 1.2367 -0.7501 -0.852 -0.232 -1.214 0.36
```
Positions in Å, forces in eV/Å.

E = -1381.33445 a.u.
maximum force = 3.4 eV/A
highest occupied orbital energy = -7.606 eV
Kohn-Sham gap = 7.7 eV

=====

# 4
Here is a 2-piece molecular cluster, C2H2N3O overall at a distorted geometry from OMol25. Energies are from ωB97M-V/def2-TZVPD.

```
8
Properties=species:S:1:pos:R:3:forces:R:3:nbo_charge:R:1
C 0.0018 -0.6768 0.0284 -0.763 -0.215 2.859 0.07
C -0.1464 0.9590 2.0343 0.297 -0.531 -2.258 0.64
N -0.0785 -0.2904 -1.1546 0.233 1.787 0.069 -0.30
N 0.1599 -0.4334 -2.3583 0.387 -0.608 -2.776 0.24
N 0.3633 -0.2777 -3.4627 -0.413 -0.343 2.246 0.20
O 0.0797 1.9481 1.5608 0.180 1.143 -0.202 -0.27
H -0.0072 -1.7104 0.4026 0.391 -0.150 -0.867 0.19
H -0.3725 0.4816 2.9497 -0.313 -1.084 0.929 0.25
```
Positions in Å, forces in eV/Å.

E = -316.39595 a.u.
maximum force = 3.0 eV/A
highest occupied orbital energy (alpha / beta) = -13.454 / -13.453 eV
total charge = +1
Kohn-Sham gap (alpha / beta) = 7.6 / 7.6 eV